Below is a cluster of 2 separate species, C4H8S in total in a non-equilibrium geometry, with properties calculated with ωB97M-V with the def2-TZVPD basis set.

Positions of all 13 atoms, in Å:
1 S -1.215 -2.842 0.525
2 C -0.025 0.724 -0.689
3 C 0.307 2.318 -0.397
4 C 0.265 -1.854 -0.021
5 C 0.483 -0.337 0.240
6 H 1.066 -2.582 0.564
7 H 0.140 -2.241 -1.080
8 H 0.922 3.062 -1.099
9 H -0.807 0.151 -1.442
10 H -2.027 -1.625 1.879
11 H 0.530 2.384 0.601
12 H -0.627 2.821 -0.352
13 H 0.989 0.020 1.271

Results
HOMO-LUMO gap   8.2 eV
M   88.18 g/mol
HOMO level   -0.32462 hartree
Energy relative to the best compared isomer or geometry (same formula, charge and spin)   124.9 kcal per mole
Net charge   0
LUMO level   -0.599 eV
Total energy   -555.170842 hartree

Löwdin charges in e: 0.44, -0.09, -0.10, -0.67, -0.20, 0.09, 0.04, 0.11, 0.13, 0.08, 0.01, 0.03, 0.13

=====

Below is a structure of composition C10H20F3N2O5Y in a non-equilibrium geometry, with properties calculated with ωB97M-V with the def2-TZVPD basis set.

Positions of all 41 atoms, in Å:
1 Y -25.245 -27.044 -10.287
2 F -20.020 -31.528 -15.188
3 F -20.923 -33.246 -14.172
4 F -22.025 -32.172 -15.634
5 O -26.590 -27.596 -12.159
6 O -22.193 -31.698 -12.584
7 O -21.522 -29.827 -13.562
8 O -22.217 -29.813 -6.975
9 O -25.134 -29.217 -10.074
10 N -23.788 -31.490 -7.094
11 N -27.033 -29.405 -13.420
12 C -26.037 -30.255 -12.788
13 C -22.965 -32.526 -6.517
14 C -22.445 -31.006 -11.385
15 C -21.161 -32.036 -14.667
16 C -28.001 -30.209 -14.184
17 C -21.621 -31.052 -13.553
18 C -23.423 -31.920 -10.651
19 C -23.351 -30.249 -7.291
20 C -25.115 -31.840 -7.681
21 C -27.235 -28.137 -13.096
22 H -23.040 -32.507 -5.430
23 H -21.573 -30.743 -10.786
24 H -22.983 -32.820 -10.221
25 H -23.693 -31.315 -9.785
26 H -25.817 -31.165 -13.347
27 H -25.193 -30.164 -10.306
28 H -24.323 -32.174 -11.210
29 H -27.934 -27.631 -13.780
30 H -26.363 -30.536 -11.786
31 H -23.215 -33.556 -6.773
32 H -21.900 -32.306 -6.590
33 H -24.104 -29.554 -7.693
34 H -28.740 -29.492 -14.543
35 H -22.932 -30.055 -11.602
36 H -25.704 -30.967 -7.962
37 H -24.984 -32.508 -8.533
38 H -28.567 -30.942 -13.609
39 H -27.495 -30.611 -15.061
40 H -25.093 -29.745 -12.597
41 H -25.694 -32.358 -6.918

Results
HOMO-LUMO gap (alpha / beta)   5.2 / 4.5 eV
M   394.18 g/mol
HOMO level (alpha / beta)   -0.66340 / -0.66339 hartree
<S²>   0.785
2S+1   2
Net charge   +3
LUMO level (alpha / beta)   -12.845 / -13.517 eV
Total energy   -1215.529529 hartree

Löwdin charges in e: 2.13, 0.17, 0.19, 0.21, -0.18, 0.05, 0.14, 0.19, -0.42, -0.02, -0.12, -0.03, 0.06, -0.20, -0.56, 0.02, -0.35, -0.05, -0.23, 0.04, -0.20, 0.15, 0.15, 0.11, 0.01, 0.12, -0.02, 0.09, 0.18, 0.09, 0.14, 0.13, 0.12, 0.10, 0.09, 0.10, 0.11, 0.12, 0.12, 0.08, 0.14

=====

Below is a cluster of 2 separate species, C3H5IN3 in total in a non-equilibrium geometry, with properties calculated with ωB97M-V with the def2-TZVPD basis set.

Positions of all 12 atoms, in Å:
1 I 4.837 -0.974 -0.094
2 N 0.633 0.656 0.080
3 N -1.067 1.880 -0.016
4 N -0.425 -0.152 -0.044
5 C 0.248 1.897 0.058
6 C -0.329 -1.555 -0.028
7 C -1.486 0.667 -0.036
8 H 0.937 2.717 0.207
9 H -0.794 -1.875 -0.911
10 H -2.588 0.588 -0.162
11 H 0.782 -1.793 -0.024
12 H -0.748 -2.057 0.970

Results
HOMO-LUMO gap (alpha / beta)   3.4 / 6.7 eV
M   210.00 g/mol
HOMO level (alpha / beta)   -0.47527 / -0.46408 hartree
Energy relative to the best compared isomer or geometry (same formula, charge and spin)   90.7 kcal per mole
Net charge   +1
LUMO level (alpha / beta)   -9.577 / -5.924 eV
Total energy   -578.850094 hartree

Löwdin charges in e: 0.03, 0.23, 0.27, -0.13, -0.09, 0.01, -0.04, 0.16, 0.09, 0.19, 0.12, 0.17

=====

Below is a structure of composition C26H22N5O2PbS3, with properties calculated with ωB97M-V with the def2-TZVPD basis set.

Positions of all 59 atoms, in Å:
1 Pb -0.814 -0.574 1.595
2 S 1.472 3.758 0.379
3 S -1.929 -4.117 0.777
4 S -3.901 -3.389 -1.322
5 O -4.347 0.116 -2.917
6 O -2.208 0.884 0.652
7 N 1.766 -1.846 0.999
8 N 0.170 -0.528 -0.714
9 N -3.093 -0.719 -0.754
10 N 0.573 1.633 1.500
11 N -2.400 -1.633 0.025
12 C 2.526 0.945 2.869
13 C -2.464 -5.459 -0.322
14 C 3.922 -2.459 1.852
15 C -3.584 1.588 -1.150
16 C -3.867 -5.126 -0.787
17 C -3.537 2.903 -0.670
18 C -4.783 2.403 -3.088
19 C -2.935 0.525 -0.361
20 C -2.712 -2.862 -0.159
21 C 3.855 3.192 1.793
22 C 3.825 1.236 3.220
23 C 2.539 2.898 1.440
24 C -4.231 1.337 -2.374
25 C 4.487 2.349 2.681
26 C 1.877 1.782 1.959
27 C 2.515 -2.543 1.820
28 C 0.254 2.597 0.695
29 C -4.093 3.948 -1.373
30 C 4.334 0.182 -0.736
31 C 1.571 -0.263 -0.765
32 C 4.546 -1.576 1.019
33 C -4.714 3.687 -2.595
34 C 2.386 -0.996 0.137
35 C 3.778 -0.794 0.129
36 C 3.523 0.905 -1.559
37 C 2.128 0.673 -1.585
38 H -0.362 0.099 -1.311
39 H 4.363 4.058 1.389
40 H 5.405 0.341 -0.732
41 H -4.058 4.954 -0.980
42 H -1.770 -5.535 -1.157
43 H -0.726 2.661 0.240
44 H 1.503 1.235 -2.269
45 H 4.342 0.603 3.929
46 H 5.624 -1.463 1.030
47 H 3.943 1.654 -2.216
48 H -5.270 2.184 -4.029
49 H 4.479 -3.076 2.543
50 H 5.507 2.557 2.977
51 H -4.594 -5.260 0.013
52 H -3.959 -0.530 -2.289
53 H 2.009 0.092 3.292
54 H -0.041 -1.482 -0.995
55 H -2.439 -6.382 0.255
56 H -3.073 3.078 0.292
57 H -4.158 -5.737 -1.640
58 H -5.155 4.498 -3.159
59 H 1.996 -3.204 2.506

Results
HOMO-LUMO gap   7.4 eV
M   739.90 g/mol
HOMO level   -0.38241 hartree
Energy relative to the best compared isomer or geometry (same formula, charge and spin)   0.0 kcal per mole
Net charge   +1
LUMO level   -2.985 eV
Total energy   -2815.564378 hartree

Löwdin charges in e: 1.39, 1.11, 0.90, 0.98, 0.06, -0.29, 0.05, 0.04, 0.01, -0.06, -0.24, -0.03, -0.50, -0.03, -0.08, -0.50, -0.04, 0.00, -0.44, -0.93, -0.07, -0.07, -0.46, -0.26, -0.06, -0.32, -0.13, -0.45, -0.08, -0.02, -0.26, 0.01, -0.07, -0.20, -0.15, -0.05, -0.02, 0.11, 0.12, 0.12, 0.10, 0.08, 0.07, 0.12, 0.11, 0.13, 0.12, 0.12, 0.11, 0.11, 0.08, 0.05, 0.10, 0.10, 0.09, 0.11, 0.09, 0.11, 0.12

=====

Below is a cluster of 2 separate species, C5H10O in total in a non-equilibrium geometry, with properties calculated with ωB97M-V with the def2-TZVPD basis set.

Positions of all 16 atoms, in Å:
1 O -1.489 1.866 0.308
2 C 1.294 -0.050 0.056
3 C 0.081 -0.358 -0.273
4 C 2.136 0.683 -0.864
5 C -1.695 -1.781 0.195
6 C -0.956 -0.768 0.709
7 H -2.263 1.436 0.722
8 H 3.120 0.123 -0.954
9 H -0.261 -0.271 -1.309
10 H 1.628 -0.228 1.128
11 H -0.560 1.586 0.783
12 H 2.477 1.632 -0.423
13 H -2.525 -2.213 0.769
14 H -1.077 -0.384 1.681
15 H 1.611 0.836 -1.812
16 H -1.519 -2.110 -0.716

Results
HOMO-LUMO gap   9.8 eV
M   86.13 g/mol
HOMO level   -0.32550 hartree
Energy relative to the best compared isomer or geometry (same formula, charge and spin)   62.5 kcal per mole
Net charge   0
LUMO level   0.977 eV
Total energy   -271.652950 hartree

Löwdin charges in e: -0.13, -0.23, -0.20, -0.12, 0.03, -0.17, 0.04, 0.09, 0.13, 0.14, 0.11, 0.08, 0.07, 0.09, 0.08, 0.00

=====

Below is a structure of composition CH4N2O in a non-equilibrium geometry, with properties calculated with ωB97M-V with the def2-TZVPD basis set.

Positions of all 8 atoms, in Å:
1 O -1.879 -0.575 0.093
2 N -0.394 1.465 0.037
3 N -0.360 0.241 0.100
4 C 0.800 -0.546 0.052
5 H 0.423 -1.313 -0.697
6 H 1.589 0.180 -0.254
7 H 1.164 -1.155 0.885
8 H -1.343 1.704 -0.216

Results
HOMO-LUMO gap   9.2 eV
M   60.06 g/mol
HOMO level   -0.35147 hartree
Energy relative to the best compared isomer or geometry (same formula, charge and spin)   147.0 kcal per mole
Net charge   0
LUMO level   -0.403 eV
Total energy   -225.057777 hartree

Löwdin charges in e: -0.27, 0.18, -0.27, -0.06, 0.13, 0.10, 0.10, 0.09